Density functional theory data (wB97M-V/def2-TZVPD) for one molecule with the formula C4H7ClOS at a distorted geometry.

Results
SMILES   CS/C(=C/Cl)CO
HOMO-LUMO gap   9.206 eV
ΔE to the lowest compared entry with this formula, charge and spin   29.6 kcal per mole
Net charge   0
HOMO energy   -0.3175 Ha
Lowest unoccupied orbital energy   0.5658 eV
M   138.6 g/mol

Geometry (Å):
C1 -0.297 -1.448 1.544
S1 -1.000 0.152 1.465
C2 -0.225 0.889 -0.020
C3 0.697 1.861 0.187
Cl1 1.757 2.317 -1.060
C4 -0.544 0.214 -1.346
O1 0.018 -1.140 -1.484
H1 0.792 -1.364 1.635
H2 -0.634 -2.068 0.709
H3 -0.676 -1.885 2.428
H4 0.845 2.516 1.116
H5 -0.100 0.763 -2.214
H6 -1.593 0.180 -1.367
H7 0.957 -0.986 -1.593

Density functional theory data (wB97M-V/def2-TZVPD) for C4H7ClOS2 as an isolated structure at a distorted geometry.

Results
HOMO-LUMO gap   8.317 eV
ΔE to the lowest compared entry with this formula, charge and spin   68.6 kcal per mole
Net charge   0
HOMO energy   -0.3321 Ha
Lowest unoccupied orbital energy   -0.7193 eV
M   170.7 g/mol

Geometry (Å):
C1 -0.047 2.351 -0.352
C2 -0.341 1.017 0.251
C3 -1.625 0.316 -0.525
C4 0.782 0.101 0.201
H1 0.717 2.195 -1.463
H2 -1.157 3.011 -0.807
H3 0.639 3.030 0.312
H4 -0.935 0.102 1.944
H5 -2.536 0.867 -0.250
H6 -1.461 0.456 -1.719
H7 1.155 0.745 -2.222
O1 -0.861 1.103 1.518
S1 1.465 -0.400 -1.475
S2 1.599 -0.742 1.346
Cl1 -1.834 -1.392 -0.196

Density functional theory data (wB97M-V/def2-TZVPD) for a 2-piece molecular cluster, C4H7ClS overall at a distorted geometry.

Results
HOMO-LUMO gap (alpha / beta)   5.919 / 5.918 eV
ΔE to the lowest compared entry with this formula, charge and spin   96.0 kcal per mole
Net charge   0
HOMO energy (alpha / beta)   -0.2888 / -0.2888 Ha
Lowest unoccupied orbital energy (alpha / beta)   -1.9402 / -1.9407 eV
M   122.6 g/mol

Geometry (Å):
C1 -0.868 -1.001 -0.188
C2 -1.181 0.223 0.099
C3 -1.775 -1.980 -0.895
C4 2.500 1.960 0.718
S1 1.336 1.140 1.818
Cl1 -2.348 1.358 -0.002
H1 0.101 -1.378 0.106
H2 -2.045 -2.776 -0.202
H3 -1.249 -2.420 -1.739
H4 -2.676 -1.487 -1.243
H5 3.431 2.100 1.264
H6 2.099 2.924 0.418
H7 2.674 1.336 -0.154

Density functional theory data (wB97M-V/def2-TZVPD) for C4H7ClS2 as an isolated structure at a distorted geometry.

Results
HOMO-LUMO gap   7.985 eV
ΔE to the lowest compared entry with this formula, charge and spin   58.4 kcal per mole
Net charge   0
HOMO energy   -0.3206 Ha
Lowest unoccupied orbital energy   -0.7392 eV
M   154.7 g/mol

Geometry (Å):
C1 -0.350 -2.843 0.329
C2 -1.103 0.817 0.652
C3 1.237 1.417 -0.581
C4 0.100 0.442 -0.363
S1 -1.847 -2.522 0.647
S2 1.126 -1.049 0.390
Cl1 0.485 -4.121 -0.315
H1 -0.750 1.387 1.526
H2 -1.740 1.401 0.067
H3 -1.504 -0.169 0.855
H4 1.670 1.182 -1.573
H5 2.060 1.327 0.215
H6 0.959 2.521 -0.579
H7 -0.344 0.210 -1.270

Density functional theory data (wB97M-V/def2-TZVPD) for C4H7CoO as an isolated structure at a distorted geometry.

Results
HOMO-LUMO gap (alpha / beta)   9.983 / 7.135 eV
ΔE to the lowest compared entry with this formula, charge and spin   2.3 kcal per mole
Net charge   +3
HOMO energy (alpha / beta)   -0.9563 / -0.9595 Ha
Lowest unoccupied orbital energy (alpha / beta)   -16.0390 / -18.9725 eV
M   130.0 g/mol
Spin multiplicity   6

Geometry (Å):
C1 0.683 1.426 0.015
C2 0.462 -0.006 0.426
C3 -0.779 -0.716 0.756
O1 -1.095 -1.938 0.425
Co1 -2.082 -2.841 -0.735
H1 -0.213 2.054 0.010
H2 1.290 -0.416 1.017
H3 1.595 1.891 0.392
H4 -1.452 0.109 0.214
C4 0.816 0.435 -1.088
H5 0.026 0.414 -1.839
H6 1.811 0.168 -1.445
H7 -1.062 -0.582 1.851

Density functional theory data (wB97M-V/def2-TZVPD) for C4H7EuO2 as an isolated structure at a distorted geometry.

Results
HOMO-LUMO gap (alpha / beta)   5.080 / 5.257 eV
ΔE to the lowest compared entry with this formula, charge and spin   1.8 kcal per mole
Net charge   +1
HOMO energy (alpha / beta)   -0.3879 / -0.3891 Ha
Lowest unoccupied orbital energy (alpha / beta)   -5.4767 / -5.3312 eV
M   239.1 g/mol
Spin multiplicity   8

Geometry (Å):
O1 1.653 -1.171 0.888
C1 0.629 -1.447 1.643
C2 -0.675 -1.506 1.245
H1 -1.462 -1.569 1.998
H2 0.822 -1.387 2.730
H3 -0.913 -1.789 0.216
Eu1 2.905 0.659 -0.026
C3 -0.314 1.176 -1.652
C4 -0.172 1.554 -0.353
O2 -0.565 -0.051 -2.135
H4 -0.153 1.895 -2.461
H5 -0.096 2.632 -0.193
H6 -0.212 1.123 0.648
H7 -1.448 -0.119 -2.550

Density functional theory data (wB97M-V/def2-TZVPD) for one molecule with the formula C4H7F2OP at a distorted geometry.

Results
HOMO-LUMO gap (alpha / beta)   8.016 / 7.822 eV
ΔE to the lowest compared entry with this formula, charge and spin   18.8 kcal per mole
Net charge   0
HOMO energy (alpha / beta)   -0.3281 / -0.3333 Ha
Lowest unoccupied orbital energy (alpha / beta)   -0.9124 / -1.2472 eV
M   140.1 g/mol

Geometry (Å):
C1 -1.943 0.926 0.370
C2 -0.777 -0.011 0.382
C3 0.187 0.448 -0.666
C4 1.872 -1.695 -0.379
O1 2.330 0.641 1.068
F1 2.953 -2.315 0.135
F2 1.599 -2.212 -1.536
P1 1.928 0.123 -0.211
H1 -1.587 1.853 0.776
H2 -2.537 1.055 -0.544
H3 -2.625 0.468 1.173
H4 -0.270 0.210 1.350
H5 -0.902 -1.100 0.333
H6 0.010 1.490 -0.694
H7 -0.237 0.119 -1.556

Density functional theory data (wB97M-V/def2-TZVPD) for one molecule with the formula C4H7F2P at a distorted geometry.

Results
SMILES   FC(F)=[PH2]C1CC1
HOMO-LUMO gap   8.655 eV
ΔE to the lowest compared entry with this formula, charge and spin   38.0 kcal per mole
Net charge   0
HOMO energy   -0.3141 Ha
Lowest unoccupied orbital energy   0.1087 eV
M   124.1 g/mol

Geometry (Å):
F1 4.712 -1.001 -0.350
C1 4.156 -0.016 0.338
F2 4.621 1.098 -0.196
P1 1.901 -0.107 0.030
C2 0.100 -0.151 -0.788
C3 -1.130 -0.719 -0.172
C4 -1.010 0.761 -0.393
H1 1.632 0.837 1.013
H2 1.745 -1.190 0.884
H3 0.241 -0.319 -1.850
H4 -1.095 -1.087 0.841
H5 -1.775 -1.293 -0.825
H6 -1.577 1.226 -1.188
H7 -0.886 1.388 0.475